{
  "formula": "C16H20N4O3",
  "method": "ωB97M-V with the def2-TZVPD basis set",
  "symbols": ["C", "C", "O", "C", "O", "C", "C", "C", "C", "C", "C", "C", "C", "N", "C", "N", "O", "C", "N", "N", "C", "C", "C", "H", "H", "H", "H", "H", "H", "H", "H", "H", "H", "H", "H", "H", "H", "H", "H", "H", "H", "H", "H"],
  "positions_angstrom": [[2.614248, 0.750655, 4.359068], [2.278321, -0.705052, 4.068667], [0.964082, -0.836223, 3.524096], [0.818217, -0.646838, 2.210248], [1.741011, -0.403619, 1.471535], [-0.638028, -0.779944, 1.820303], [-0.844501, -1.820460, 0.713322], [-0.260896, -1.372878, -0.621906], [-0.775944, 0.004443, -1.090266], [-0.616008, 1.036159, 0.045023], [-1.202001, 0.577062, 1.375002], [-2.224192, -0.081991, -1.563319], [-3.248323, -0.449774, -0.684881], [-4.152912, -0.762714, -0.041323], [-2.631783, 0.162321, -2.841309], [-3.938977, 0.146514, -3.235803], [-1.823447, 0.499473, -3.875122], [-0.516961, 0.652793, -3.552215], [0.380866, 1.023427, -4.442027], [1.526611, 1.064776, -3.751266], [1.381337, 0.729321, -2.446264], [2.559644, 0.745369, -1.541742], [0.037097, 0.448075, -2.274174], [1.871247, 1.181412, 5.025906], [2.630338, 1.320139, 3.432919], [3.592072, 0.813381, 4.827791], [2.998787, -1.126753, 3.359876], [2.266891, -1.297385, 4.985621], [-1.171897, -1.103987, 2.718697], [-1.916681, -1.993519, 0.613854], [-0.380124, -2.765361, 1.006379], [0.823136, -1.317156, -0.529531], [-0.492705, -2.119779, -1.386267], [0.448239, 1.229129, 0.176948], [-1.091707, 1.973676, -0.255421], [-2.284800, 0.479608, 1.293636], [-0.992296, 1.330488, 2.138595], [-4.607671, -0.303787, -2.634621], [-4.102917, 0.122243, -4.227872], [2.376469, 1.327836, -4.222452], [2.336662, 0.287809, -0.583710], [3.389028, 0.208300, -2.000738], [2.880467, 1.772811, -1.365257]],
  "atomic_forces_ev_per_a": [[-0.23, -0.31, -0.15], [0.54, 0.14, 0.01], [-0.18, -0.03, 0.30], [-0.41, -0.13, 0.02], [0.21, 0.05, -0.04], [-0.16, -0.04, 0.08], [0.21, 0.00, 0.03], [-0.06, -0.10, 0.02], [0.31, 0.01, -0.03], [-0.12, 0.04, 0.06], [0.17, 0.03, 0.05], [0.83, 0.26, -0.65], [-0.63, -0.16, 0.14], [-0.20, -0.04, 0.13], [-0.41, 0.05, 0.03], [0.43, 0.05, -0.19], [-0.52, -0.04, -0.02], [1.56, 0.19, 0.32], [-0.88, -0.02, -0.52], [-0.23, -0.14, 0.35], [-0.13, 0.01, -0.16], [0.01, 0.03, 0.06], [-0.26, 0.00, -0.18], [-0.02, 0.06, 0.09], [0.04, 0.06, -0.04], [0.11, 0.04, 0.06], [-0.11, 0.00, 0.17], [-0.01, 0.03, -0.14], [0.07, 0.05, -0.12], [0.07, -0.10, 0.11], [-0.08, -0.04, -0.01], [0.00, -0.03, -0.06], [0.04, 0.07, -0.04], [0.02, 0.07, -0.02], [0.07, -0.02, -0.06], [0.05, 0.05, 0.15], [-0.09, 0.02, 0.01], [-0.02, 0.00, 0.01], [-0.04, -0.04, 0.03], [-0.13, -0.04, 0.04], [0.03, -0.02, 0.04], [0.08, -0.05, 0.03], [0.05, 0.03, 0.07]],
  "spin_multiplicity": 1,
  "homo_lumo_gap_ev": 9.052,
  "energy_ev": -29019.9153,
  "e_above_lowest_kcal_mol": 24.2
}